Here is a gas-phase ion, C5H7BrNS (charge +1) from OMol25. Energies are from wB97M-V/def2-TZVPD.

Properties
HOMO energy (spin up / spin down) = -0.4931 / -0.4932 Eh
Charge = +1
E_tot = -87654.15508 eV
Frontier orbital gap (spin up / spin down) = 0.2474 / 0.2474 hartree

Geometry (Å):
C: 2.06252 3.07115 1.56897
C: 1.44304 0.79319 -0.15131
C: 0.84631 3.37100 1.83710
C: -1.04019 -1.05919 -0.40683
C: -0.76938 0.10406 0.54068
N: 0.30236 0.90988 0.31124
S: 2.71757 1.92804 0.35216
Br: -0.75217 3.58177 2.44999
H: 2.98365 3.49070 1.93261
H: 1.82270 -0.19062 -0.46947
H: -0.13942 -1.68343 -0.18027
H: -0.97285 -0.78107 -1.36330
H: -1.99826 -1.64332 -0.28638
H: -0.58543 -0.22418 1.57967
H: -1.56593 0.77439 0.53608

---

Here is a gas-phase ion, C3H8N3 (charge +1) from OMol25. Energies are from wB97M-V/def2-TZVPD.

Properties
HOMO energy (spin up / spin down) = -0.5372 / -0.5396 Eh
Charge = +1
E_tot = -7699.23804 eV
Frontier orbital gap (spin up / spin down) = 0.2498 / 0.3188 hartree

Geometry (Å):
C: -1.61239 0.99008 -0.39323
C: -0.25587 -0.73360 0.78522
C: 1.75733 -0.10283 -0.50522
N: -1.15229 1.05224 -1.50742
N: -1.35857 0.32328 0.74911
N: 0.52374 -0.69451 -0.41651
H: -2.34902 1.75709 0.08063
H: 0.52690 -0.47215 1.57068
H: -0.90589 -1.57603 0.95732
H: 1.80385 1.00781 -0.36507
H: 2.46108 -0.48136 0.29273
H: 2.15016 -0.35044 -1.40644
H: -1.88777 0.32664 1.59062
H: 0.29876 -1.04621 -1.43241

---

Here is 3 unconnected molecules or ions with the total composition C3H12O4 from OMol25. Energies are from wB97M-V/def2-TZVPD.

Properties
HOMO energy = -0.3788 Eh
E_tot = -11494.98399 eV
Frontier orbital gap = 0.3980 hartree

Geometry (Å):
O: -0.59235 0.93376 2.69773
C: -0.60753 0.15031 1.51579
C: -0.23360 0.94589 0.27620
C: -0.20960 0.05126 -0.95521
O: 0.36674 0.70686 -2.07442
H: -0.44191 1.85499 2.46625
H: -1.61750 -0.25272 1.35817
H: 0.13571 -0.63908 1.67313
H: 0.74944 1.39713 0.41348
H: -0.97449 1.73144 0.10255
H: -1.22779 -0.28034 -1.13264
H: 0.40696 -0.83459 -0.74688
H: -0.31056 1.13292 -2.61493
O: -1.64805 -2.63873 0.09872
H: -1.65216 -3.01689 0.98423
H: -1.38100 -3.34606 -0.49601
O: 3.29314 0.97797 -1.36346
H: 3.39264 0.64374 -0.46692
H: 2.55190 0.48215 -1.73576

---

Here is a molecular structure, ClPb from OMol25. Energies are from wB97M-V/def2-TZVPD.

Properties
HOMO energy = -0.5692 Eh
Charge = +1
E_tot = -17762.16828 eV
Frontier orbital gap = 0.2918 hartree

Geometry (Å):
Pb: -1.08218 0.81826 0.19307
Cl: 1.08218 -0.81826 -0.19308

---

Here is 4 unconnected molecules or ions with the total composition C2H12O3S2 from OMol25. Energies are from wB97M-V/def2-TZVPD.

Properties
HOMO energy = -0.3178 Eh
E_tot = -30081.19379 eV
Frontier orbital gap = 0.3287 hartree

Geometry (Å):
C: -1.07766 0.17454 1.60843
C: -1.10167 -1.33667 1.25319
S: 0.36844 -2.13676 0.79573
S: 1.09466 -0.96446 -0.82994
H: -0.92132 0.93929 0.80072
H: -0.35399 0.36858 2.46647
H: -2.11681 0.37960 1.98952
H: -1.76180 -1.55565 0.36891
H: -1.44497 -1.84145 2.23424
H: 1.68000 0.12226 -0.19621
O: 0.58439 2.61236 -2.02904
H: 0.08679 3.39192 -2.33478
H: -0.10020 1.89193 -1.94815
O: 1.24201 2.26925 1.06316
H: 1.18227 2.17596 0.07225
H: 1.58965 3.13369 1.03058
O: -2.17617 0.81371 -1.38225
H: -2.37815 1.19462 -0.47425
H: -2.99708 0.82894 -1.84657

---

Here is a molecular structure, C2H9N3O2 from OMol25. Energies are from wB97M-V/def2-TZVPD.

Properties
HOMO energy = -0.3368 Eh
E_tot = -10782.94481 eV
Frontier orbital gap = 0.3661 hartree

Geometry (Å):
C: 1.05792 1.90262 0.79079
O: 0.75546 0.53961 0.65495
H: 1.06914 -0.37513 -0.55562
H: 2.13028 2.08236 0.63900
H: 0.50728 2.51188 0.05737
H: 0.80121 2.26476 1.79597
N: 0.29502 -0.91535 -1.11225
C: -0.77861 0.15808 -0.38601
N: 0.23582 -2.30360 -0.77515
N: -1.59778 -0.50269 0.52723
O: -1.12555 1.06098 -1.11129
H: 0.19556 -0.77466 -2.11589
H: -0.73818 -2.52825 -0.57987
H: 0.74516 -2.41925 0.09669
H: -1.11050 -0.73103 1.38402
H: -2.44223 0.02967 0.69006

---

Here is 2 unconnected molecules or ions with the total composition C4H11N2 from OMol25. Energies are from wB97M-V/def2-TZVPD.

Properties
HOMO energy (spin up / spin down) = -0.5008 / -0.5008 Eh
Charge = +1
E_tot = -7296.90951 eV
Frontier orbital gap (spin up / spin down) = 0.3704 / 0.3705 hartree

Geometry (Å):
C: -0.78421 0.93747 -1.31510
C: -0.28364 -0.25655 -0.68850
C: 0.67849 -1.24462 -0.52015
C: -2.44622 0.30697 0.74191
N: -1.22830 0.34002 -0.04580
N: 2.67884 0.07159 0.83658
H: -0.21694 1.82103 -1.21600
H: -1.55444 0.89825 -2.23767
H: 0.48395 -2.01473 0.14045
H: 1.44751 -0.57988 0.14472
H: 1.14910 -1.65124 -1.39636
H: -3.31283 0.18136 0.00921
H: -2.30871 -0.48729 1.37393
H: -2.71880 1.22625 1.16713
H: 2.73500 1.02648 0.52032
H: 3.46038 -0.52150 0.78691
H: 2.22082 -0.05361 1.69841

---

Here is a gas-phase ion, C3H3O4 (charge -1) from OMol25. Energies are from wB97M-V/def2-TZVPD.

Properties
HOMO energy = -0.1544 Eh
Charge = -1
E_tot = -11350.16061 eV
Frontier orbital gap = 0.2978 hartree

Geometry (Å):
O: 2.24118 0.69474 0.25687
C: 1.18241 0.88024 0.84379
O: 0.83396 1.29949 1.94643
C: -0.18289 0.23833 -0.05197
O: -1.41981 0.17300 0.62604
C: 0.11591 -0.62335 -0.98749
O: -0.84900 -1.56806 -1.53751
H: -1.31036 0.87022 1.29514
H: 1.04338 -0.56287 -1.45066
H: -1.65479 -1.40174 -0.94063